108
Properties=species:S:1:pos:R:3:mulliken_charge:R:1 method="wB97M-V/def2-TZVPD" charge=+1 e_tot_ha=-4800.94253 gap_ev=2.81
Cu -0.176 -0.750 -7.507 0.692
O 2.181 4.657 -7.408 -0.393
H 2.943 5.235 -7.332 0.463
H 2.199 4.008 -6.701 0.461
H 2.085 4.216 -8.256 0.457
C 1.340 0.392 -1.780 -0.097
O 0.011 -0.123 -1.514 -0.233
O 1.243 0.601 -3.116 -0.790
C 1.656 1.447 -0.659 0.798
F 0.560 2.174 -0.253 -0.289
F 2.153 0.924 0.453 -0.257
F 2.526 2.432 -1.069 -0.297
C 0.028 -1.237 -0.524 -0.205
C -1.486 -1.501 -0.331 -1.100
H -2.000 -0.553 -0.488 0.327
H -1.867 -2.398 -0.819 0.261
H -1.705 -1.594 0.733 0.312
H 0.529 -1.013 0.418 0.312
H 0.568 -2.150 -0.773 0.320
H 2.094 -0.391 -1.699 0.258
C 2.090 -9.424 0.527 0.633
O 1.213 -9.321 1.293 -0.613
N 2.164 -9.109 -0.737 -0.391
N 3.216 -9.843 0.812 -0.398
H 1.492 -8.464 -1.127 0.214
H 3.082 -9.172 -1.152 0.146
H 3.120 -10.096 1.785 0.233
H 4.019 -9.759 0.204 0.175
C 4.242 2.798 5.814 0.622
O 4.696 2.213 6.835 -0.689
N 5.013 3.337 4.934 -0.396
N 2.973 2.766 5.428 -0.365
H 5.980 3.148 5.157 0.249
H 4.683 3.411 3.982 0.202
H 2.163 2.456 5.946 0.210
H 2.671 3.277 4.611 0.167
C 0.468 -2.276 6.338 0.604
O 1.142 -2.793 5.533 -0.553
N -0.666 -1.681 6.032 -0.375
N 0.723 -2.127 7.661 -0.389
H -1.030 -1.557 5.099 0.189
H -1.308 -1.517 6.794 0.148
H 1.619 -2.065 8.123 0.199
H -0.006 -2.109 8.360 0.178
C -4.791 -7.103 3.938 0.663
O -5.910 -6.949 4.411 -0.690
N -4.646 -7.036 2.676 -0.376
N -3.765 -7.512 4.579 -0.391
H -3.729 -7.119 2.261 0.164
H -5.482 -7.221 2.140 0.212
H -2.824 -7.480 4.215 0.191
H -3.988 -7.639 5.556 0.229
C -3.919 -8.378 -3.602 0.641
O -4.490 -9.050 -2.846 -0.567
N -2.985 -8.796 -4.459 -0.387
N -4.336 -7.220 -4.051 -0.382
H -2.507 -8.106 -5.021 0.151
H -2.783 -9.784 -4.508 0.199
H -3.802 -6.568 -4.607 0.163
H -5.215 -6.931 -3.644 0.183
C 7.010 8.462 1.219 0.699
O 7.030 9.398 0.410 -0.690
N 7.001 8.667 2.509 -0.399
N 7.095 7.203 0.965 -0.385
H 7.106 9.642 2.749 0.222
H 6.951 7.822 3.060 0.168
H 7.262 6.909 0.013 0.220
H 7.283 6.523 1.687 0.165
C 2.289 -6.014 -6.864 0.633
O 1.719 -5.060 -7.437 -0.706
N 2.449 -7.204 -7.368 -0.416
N 2.799 -5.918 -5.717 -0.406
H 2.143 -7.206 -8.330 0.237
H 3.015 -7.897 -6.899 0.194
H 3.684 -6.385 -5.580 0.224
H 2.582 -5.019 -5.313 0.238
C -5.945 3.034 1.316 0.654
O -6.024 2.127 2.201 -0.689
N -6.941 3.458 0.694 -0.361
N -4.838 3.697 1.037 -0.391
H -7.004 4.299 0.138 0.175
H -7.815 2.953 0.740 0.229
H -4.836 4.257 0.196 0.173
H -4.007 3.537 1.589 0.212
C 1.213 10.152 -1.380 0.637
O 0.109 10.259 -0.987 -0.646
N 1.796 11.034 -2.037 -0.358
N 1.900 9.019 -1.140 -0.427
H 2.735 10.854 -2.364 0.168
H 1.425 11.973 -2.047 0.234
H 2.887 9.015 -1.350 0.177
H 1.318 8.315 -0.707 0.216
C -4.694 -1.571 -5.351 0.563
O -3.787 -2.189 -5.760 -0.629
N -4.560 -0.570 -4.590 -0.465
N -5.931 -1.550 -5.827 -0.354
H -5.346 -0.563 -3.955 0.242
H -3.680 -0.612 -4.095 0.272
H -6.639 -1.025 -5.335 0.151
H -6.183 -1.920 -6.732 0.218
C -0.321 7.943 4.938 0.661
O 0.880 7.733 4.835 -0.689
N -1.167 7.252 4.268 -0.336
N -0.691 8.967 5.702 -0.401
H -2.129 7.499 4.450 0.162
H -0.880 6.586 3.565 0.212
H -0.065 9.353 6.395 0.228
H -1.670 9.181 5.823 0.161